[1]
{"formula": "C37H57ClO5P3PbSi", "method": "the ωB97M-V functional and the def2-TZVPD basis", "orbital_gap_ev": [6.21, 6.21], "e_above_lowest_ev": 1.539, "spin_multiplicity": 1, "charge": 1, "e_homo_ev": [-8.9395, -8.9395], "e_tot_ha": -3786.35099, "symbols": ["Pb", "C", "C", "C", "P", "C", "C", "C", "C", "C", "C", "C", "C", "C", "Si", "C", "C", "C", "C", "C", "C", "P", "C", "C", "C", "C", "C", "C", "C", "C", "C", "C", "C", "C", "P", "C", "C", "C", "C", "C", "C", "H", "H", "H", "H", "H", "H", "H", "H", "H", "H", "H", "H", "H", "H", "H", "H", "H", "H", "H", "H", "H", "H", "H", "H", "H", "H", "H", "H", "H", "H", "H", "H", "H", "H", "H", "H", "H", "H", "H", "H", "H", "H", "H", "H", "H", "H", "H", "H", "H", "H", "H", "H", "H", "H", "O", "Cl", "O", "O", "O", "C", "O", "H", "H", "H"], "positions_angstrom": [[1.60, -0.39, -0.56], [-2.85, -1.83, -3.37], [-1.53, -1.12, -3.56], [-1.06, -1.33, -5.02], [-1.63, 0.65, -3.03], [-2.00, 1.86, -4.35], [-2.02, 3.26, -3.75], [-3.30, 1.56, -5.06], [-2.73, 0.82, -1.60], [-4.12, 0.95, -1.89], [-4.97, 1.51, -0.93], [-4.45, 2.05, 0.23], [-3.14, 1.79, 0.60], [-2.29, 1.00, -0.24], [-0.98, -0.06, 0.70], [-1.80, -1.66, 1.24], [-3.17, -1.60, 1.45], [-3.76, -2.61, 2.26], [-2.94, -3.69, 2.63], [-1.61, -3.88, 2.21], [-1.00, -2.82, 1.52], [0.75, -2.71, 1.02], [1.08, -4.14, -0.10], [2.58, -4.36, -0.28], [0.41, -5.46, 0.36], [1.85, -2.85, 2.51], [1.53, -4.02, 3.41], [1.94, -1.58, 3.36], [-0.57, 0.80, 2.33], [-1.37, 0.53, 3.48], [-1.17, 1.29, 4.65], [-0.20, 2.29, 4.67], [0.63, 2.54, 3.56], [0.46, 1.78, 2.40], [1.74, 1.90, 1.12], [1.70, 3.65, 0.45], [0.21, 4.00, 0.16], [2.32, 4.74, 1.31], [3.49, 1.74, 1.80], [3.75, 2.17, 3.25], [4.56, 2.27, 0.81], [-2.69, -2.90, -3.64], [-3.67, -1.49, -4.02], [-3.22, -1.91, -2.31], [-0.80, -1.56, -2.85], [-1.93, -1.33, -5.67], [-0.54, -2.28, -5.11], [-0.33, -0.55, -5.40], [-1.21, 1.80, -5.10], [-2.60, 3.30, -2.81], [-2.50, 4.03, -4.39], [-1.00, 3.63, -3.50], [-4.22, 1.88, -4.51], [-3.39, 0.46, -5.24], [-3.31, 2.03, -6.05], [-4.51, 0.67, -2.85], [-6.03, 1.57, -1.11], [-5.05, 2.74, 0.83], [-2.78, 2.20, 1.56], [-3.80, -0.85, 0.99], [-4.78, -2.52, 2.61], [-3.42, -4.51, 3.15], [-1.03, -4.74, 2.45], [0.61, -3.81, -1.04], [2.99, -4.99, 0.58], [3.19, -3.43, -0.35], [2.78, -4.87, -1.24], [0.82, -5.83, 1.32], [0.78, -6.18, -0.38], [-0.69, -5.45, 0.31], [2.84, -3.10, 2.07], [0.50, -3.97, 3.78], [2.24, -3.87, 4.26], [1.69, -4.97, 2.96], [1.07, -1.57, 4.05], [2.01, -0.70, 2.73], [2.90, -1.61, 3.94], [-2.15, -0.21, 3.40], [-1.86, 1.09, 5.42], [-0.06, 2.91, 5.54], [1.39, 3.31, 3.65], [2.25, 3.66, -0.49], [-0.30, 4.34, 1.10], [-0.30, 3.13, -0.24], [0.18, 4.79, -0.59], [1.68, 5.12, 2.11], [2.55, 5.57, 0.59], [3.26, 4.43, 1.73], [3.64, 0.61, 1.72], [3.52, 3.25, 3.42], [4.81, 1.99, 3.44], [3.15, 1.57, 3.99], [4.78, 3.31, 1.02], [4.26, 2.13, -0.23], [5.48, 1.71, 1.01], [5.82, -1.60, -2.04], [4.56, -0.96, -1.97], [3.56, -1.80, -2.56], [4.09, -0.86, -0.48], [4.49, 0.39, -2.49], [0.93, 1.59, -3.41], [-0.12, 1.07, -2.50], [1.73, 0.81, -3.43], [1.26, 2.56, -3.02], [0.53, 1.73, -4.40]]}



[2]
{"formula": "C32H34ClNPSiSn", "method": "the ωB97M-V functional and the def2-TZVPD basis", "orbital_gap_ev": 4.74, "e_above_lowest_ev": 0.395, "spin_multiplicity": 1, "charge": 1, "e_homo_ev": -10.8172, "e_tot_ha": -2599.61251, "symbols": ["C", "C", "C", "H", "C", "C", "H", "H", "H", "H", "Sn", "Cl", "P", "C", "C", "H", "C", "H", "C", "H", "C", "H", "C", "H", "C", "C", "H", "C", "H", "C", "H", "C", "H", "C", "H", "C", "C", "H", "C", "H", "C", "H", "C", "H", "C", "H", "C", "Si", "C", "C", "N", "C", "C", "C", "C", "C", "C", "H", "H", "H", "H", "H", "H", "H", "H", "H", "H", "H", "H", "H", "H"], "positions_angstrom": [[-1.01, -2.19, 2.70], [-0.90, -2.74, 1.37], [0.50, -2.93, 1.08], [-1.73, -2.90, 0.67], [1.25, -2.54, 2.24], [0.34, -2.06, 3.22], [0.61, -1.60, 4.18], [-1.93, -1.85, 3.19], [0.92, -3.28, 0.13], [2.35, -2.49, 2.30], [0.08, -0.59, 1.31], [2.00, 0.47, 0.94], [0.21, -0.45, -2.39], [1.31, -1.51, -3.41], [0.89, -2.23, -4.54], [-0.14, -2.18, -4.85], [1.80, -3.01, -5.26], [1.46, -3.56, -6.13], [3.13, -3.07, -4.87], [3.84, -3.68, -5.43], [3.56, -2.36, -3.74], [4.60, -2.41, -3.43], [2.66, -1.60, -3.01], [2.99, -1.05, -2.13], [-1.43, -0.88, -3.07], [-2.07, -2.01, -2.53], [-1.58, -2.58, -1.74], [-3.31, -2.41, -3.01], [-3.79, -3.30, -2.59], [-3.95, -1.68, -4.01], [-4.93, -2.00, -4.37], [-3.33, -0.56, -4.54], [-3.83, 0.02, -5.32], [-2.08, -0.15, -4.08], [-1.60, 0.72, -4.50], [0.50, 1.19, -3.15], [1.20, 1.40, -4.34], [1.62, 0.56, -4.87], [1.37, 2.69, -4.84], [1.92, 2.84, -5.77], [0.83, 3.79, -4.17], [0.96, 4.79, -4.57], [0.13, 3.59, -2.98], [-0.29, 4.44, -2.45], [-0.03, 2.31, -2.47], [-0.56, 2.16, -1.53], [-2.95, 0.81, 2.33], [-1.65, 1.13, 3.63], [-1.50, 2.97, 3.85], [-2.19, 0.40, 5.26], [-0.05, 0.52, 3.21], [1.03, 0.97, 3.95], [1.86, 2.03, 3.49], [2.89, 2.55, 4.25], [3.14, 2.06, 5.53], [2.32, 1.05, 6.05], [1.29, 0.53, 5.28], [-3.90, 1.27, 2.66], [-3.13, -0.26, 2.16], [-2.65, 1.29, 1.38], [-2.47, 3.39, 4.15], [-0.76, 3.19, 4.63], [-1.18, 3.44, 2.91], [-2.28, -0.69, 5.20], [-1.48, 0.66, 6.06], [-3.17, 0.82, 5.54], [1.67, 2.47, 2.50], [3.51, 3.36, 3.85], [3.95, 2.47, 6.13], [2.49, 0.68, 7.06], [0.65, -0.24, 5.73]]}



[3]
{"formula": "C21H15CaCl5N2O4SSi", "method": "the ωB97M-V functional and the def2-TZVPD basis", "orbital_gap_ev": 5.08, "e_above_lowest_ev": 24.931, "spin_multiplicity": 1, "charge": -2, "e_homo_ev": -1.0888, "e_tot_ha": -4885.38814, "symbols": ["Ca", "O", "C", "O", "C", "C", "C", "C", "C", "N", "C", "O", "O", "H", "H", "H", "C", "Si", "C", "C", "C", "C", "C", "C", "N", "C", "S", "H", "H", "H", "H", "H", "H", "H", "H", "H", "H", "H", "H", "Cl", "C", "C", "C", "Cl", "C", "Cl", "C", "Cl", "C", "Cl"], "positions_angstrom": [[-0.38, -0.52, -0.22], [2.12, 1.52, -3.12], [1.60, 0.98, -2.15], [0.47, 0.39, -2.08], [2.38, 0.90, -0.85], [3.65, 0.50, -0.83], [4.45, -0.20, 0.15], [4.37, -1.18, 1.08], [1.87, -0.10, 0.87], [1.58, 1.01, 0.41], [2.35, -1.73, 3.42], [2.38, -2.33, 4.68], [1.89, -0.92, 4.44], [4.15, 0.67, -1.78], [5.52, -0.05, -0.02], [3.14, -2.96, 2.02], [-6.11, -2.29, 0.00], [-6.25, -0.43, 0.03], [-7.16, 0.08, 1.60], [-7.32, 0.06, -1.44], [-4.68, 0.60, -0.07], [-4.86, 1.96, -0.30], [-3.79, 2.84, -0.43], [-2.53, 2.29, -0.35], [-2.30, 1.00, -0.11], [-3.34, 0.14, 0.06], [-2.92, -1.48, 0.48], [-7.13, -2.71, -0.06], [-5.62, -2.68, 0.89], [-5.54, -2.64, -0.86], [-8.11, -0.45, 1.69], [-7.37, 1.15, 1.60], [-6.55, -0.14, 2.48], [-8.27, -0.49, -1.42], [-6.82, -0.18, -2.38], [-7.55, 1.13, -1.45], [-5.87, 2.35, -0.39], [-3.93, 3.89, -0.60], [-1.64, 2.90, -0.48], [2.61, -1.78, 1.80], [1.60, -2.14, 0.42], [1.61, -3.50, -0.10], [0.66, -3.94, -1.06], [-0.45, -2.92, -1.92], [0.83, -5.28, -1.35], [-0.06, -6.21, -2.51], [1.90, -5.75, -0.58], [2.50, -7.37, -0.56], [2.39, -4.67, 0.15], [3.76, -4.84, 1.21]]}



[4]
{"formula": "C48H43INO15S", "method": "the ωB97M-V functional and the def2-TZVPD basis", "orbital_gap_ev": 4.33, "spin_multiplicity": 1, "charge": -1, "e_homo_ev": -5.0972, "e_tot_ha": -3733.91026, "symbols": ["C", "C", "C", "C", "C", "N", "C", "C", "C", "I", "C", "S", "C", "C", "O", "C", "O", "O", "H", "H", "H", "H", "H", "H", "H", "H", "H", "H", "H", "H", "H", "H", "H", "H", "H", "H", "H", "C", "C", "C", "O", "C", "C", "C", "O", "H", "H", "H", "H", "C", "C", "C", "O", "C", "C", "C", "O", "H", "H", "H", "H", "C", "C", "C", "O", "C", "C", "C", "O", "H", "H", "H", "H", "C", "C", "C", "O", "C", "C", "C", "O", "H", "H", "H", "H", "C", "C", "C", "O", "C", "C", "C", "O", "H", "H", "H", "H", "C", "C", "C", "O", "C", "C", "C", "O", "H", "H", "H", "H"], "positions_angstrom": [[-3.13, -5.37, 2.89], [-3.57, -4.59, 2.11], [-4.00, -3.58, 1.15], [-2.77, -2.77, 0.69], [-2.41, -1.65, 1.71], [-2.24, -0.36, 1.09], [-0.96, 0.33, 1.05], [0.31, -0.36, 1.51], [0.42, -0.55, 3.02], [0.84, -2.14, 0.41], [-3.40, 0.51, 1.19], [-3.28, 2.00, 0.12], [-3.60, 1.02, 2.63], [-4.59, 2.15, 2.80], [-4.95, 2.30, 4.18], [-4.70, -0.27, 0.71], [-5.55, -0.53, 1.60], [-4.75, -0.54, -0.53], [-2.67, -6.06, 3.54], [-4.43, -4.10, 0.30], [-4.76, -2.92, 1.56], [-1.95, -3.48, 0.56], [-2.98, -2.30, -0.26], [-3.24, -1.64, 2.40], [-1.55, -1.99, 2.28], [-1.01, 1.24, 1.67], [-0.77, 0.70, 0.05], [1.11, 0.32, 1.25], [-0.55, -0.76, 3.47], [0.74, 0.40, 3.43], [1.15, -1.30, 3.29], [-2.56, 1.52, -0.89], [-3.91, 0.18, 3.24], [-2.64, 1.35, 3.04], [-4.14, 3.10, 2.53], [-5.49, 1.95, 2.22], [-5.24, 1.44, 4.49], [6.05, -0.80, -0.09], [5.21, -0.07, 0.63], [4.79, -0.48, 1.99], [4.02, 0.19, 2.64], [5.35, -1.75, 2.52], [6.20, -2.48, 1.81], [6.62, -2.07, 0.44], [7.39, -2.74, -0.20], [6.36, -0.51, -1.09], [4.78, 0.86, 0.26], [5.03, -2.03, 3.52], [6.62, -3.41, 2.18], [5.13, 1.01, -4.86], [4.30, 1.81, -5.51], [3.72, 3.01, -4.85], [2.96, 3.75, -5.45], [4.11, 3.28, -3.45], [4.95, 2.48, -2.80], [5.52, 1.28, -3.46], [6.29, 0.55, -2.87], [5.56, 0.13, -5.32], [4.00, 1.64, -6.54], [3.68, 4.16, -3.00], [5.25, 2.66, -1.78], [-10.93, -2.40, 0.43], [-10.44, -3.63, 0.55], [-8.99, -3.86, 0.76], [-8.55, -4.99, 0.89], [-8.10, -2.68, 0.83], [-8.59, -1.44, 0.71], [-10.04, -1.21, 0.51], [-10.50, -0.09, 0.40], [-11.98, -2.20, 0.28], [-11.07, -4.51, 0.51], [-7.05, -2.86, 0.98], [-7.94, -0.57, 0.77], [-7.81, -6.02, 4.01], [-6.48, -6.00, 4.15], [-5.85, -5.45, 5.37], [-4.64, -5.43, 5.49], [-6.74, -4.91, 6.43], [-8.06, -4.93, 6.29], [-8.70, -5.48, 5.07], [-9.91, -5.49, 4.94], [-8.29, -6.41, 3.12], [-5.81, -6.38, 3.39], [-6.26, -4.51, 7.31], [-8.74, -4.54, 7.04], [5.85, 8.13, -3.12], [5.90, 6.81, -2.91], [5.38, 6.22, -1.65], [5.42, 5.02, -1.47], [4.80, 7.14, -0.64], [4.76, 8.45, -0.85], [5.28, 9.05, -2.11], [5.24, 10.24, -2.30], [6.22, 8.58, -4.03], [6.31, 6.12, -3.63], [4.43, 6.68, 0.27], [4.34, 9.14, -0.13], [9.61, 2.18, -7.88], [8.76, 2.93, -7.18], [8.32, 2.53, -5.82], [7.55, 3.21, -5.19], [8.86, 1.26, -5.27], [9.71, 0.51, -5.97], [10.16, 0.91, -7.33], [10.93, 0.23, -7.96], [9.95, 2.45, -8.87], [8.36, 3.85, -7.57], [8.53, 0.99, -4.28], [10.12, -0.41, -5.58]]}



[5]
{"formula": "C2HP", "method": "the ωB97M-V functional and the def2-TZVPD basis", "orbital_gap_ev": 7.79, "e_above_lowest_ev": 0.935, "spin_multiplicity": 1, "charge": 0, "e_homo_ev": -10.0193, "e_tot_ha": -417.95556, "symbols": ["C", "C", "P", "H"], "positions_angstrom": [[0.63, -0.24, -0.48], [1.44, -0.85, 0.27], [-0.37, 0.95, 0.07], [-1.70, 0.14, 0.14]]}